C6H11N2 | the ωB97M-V functional and the def2-TZVPD basis

```
19
Properties=species:S:1:pos:R:3:forces:R:3
N -1.816436 -0.622995 -0.734001 -3.643 0.637 0.410
C -1.640073 -0.390815 0.670271 -0.493 2.292 1.265
C -0.403780 0.589401 0.795342 -0.462 -1.092 2.571
N -0.485632 1.809180 -0.042091 0.453 0.289 -0.527
C 0.591152 1.582197 -0.731813 -0.854 -2.630 2.049
C 0.848357 0.308547 -0.013998 1.068 1.852 -2.365
C 2.271527 0.052433 0.331373 -0.295 -2.191 3.118
C 1.594097 -0.892828 -0.599504 -1.850 -1.320 1.530
H -1.135898 -1.250237 -1.004407 1.167 -1.885 -1.327
H -2.820260 -0.949445 -0.944103 2.454 0.391 0.251
H -1.486468 -1.283229 1.367507 -0.244 1.124 -0.873
H -2.556340 0.256349 1.014138 1.628 -1.473 -0.176
H -0.128450 0.794289 1.922037 -0.760 -0.032 -2.202
H -1.190861 2.499976 -0.184935 -0.522 0.607 0.208
H 1.173851 2.065802 -1.463134 0.008 1.082 -0.946
H 2.384042 -0.294670 1.411402 0.290 0.651 -1.616
H 3.004023 0.709325 -0.076480 0.488 0.249 -0.049
H 1.995031 -0.848988 -1.601844 -0.673 -0.345 -0.232
H 0.989537 -1.838506 -0.188828 2.239 1.794 -1.088
```
Forces are in eV/Å.

Relative energy (zero: lowest compared OMol25 entry of this formula, charge and spin) ... 87.5 kcal/mol
Net charge ... +1
Spin multiplicity ... 1
LUMO energy ... -4.32 eV
Structure (SMILES) ... NC[C@@H]1[NH+]=CC12CC2
Orbital gap ... 0.34201 Eh
HOMO energy ... -0.5009 Ha

C6H11N2 | the ωB97M-V functional and the def2-TZVPD basis

```
19
Properties=species:S:1:pos:R:3:forces:R:3
C 1.265222 -1.271742 1.468885 -0.011 0.220 -0.002
C 0.672008 -0.247342 0.503749 0.696 -0.233 -0.060
C -0.695135 0.306171 1.212181 -0.732 0.360 0.339
C -1.716391 1.184808 0.908179 4.849 -3.708 -2.635
N -1.665819 1.388979 -0.525303 -0.336 0.412 -0.266
C -0.914672 0.887220 -1.524293 -0.199 0.181 -0.577
N 0.079961 0.022760 -1.804446 0.003 -0.029 -0.502
C 1.047439 -0.843761 -1.056785 -4.106 2.829 3.451
H 0.642605 -2.161523 1.516122 -0.066 -0.111 0.007
H 1.363346 -0.866738 2.472233 0.013 -0.007 0.095
H 2.257159 -1.566138 1.135052 0.095 -0.065 -0.007
H 1.281898 0.664487 0.536328 0.057 -0.112 -0.014
H -0.645163 -0.010872 2.245198 -0.038 -0.006 0.101
H -2.492401 1.609712 1.499027 -0.323 0.190 0.171
H -2.347817 2.059546 -0.867504 0.256 -0.164 -0.201
H -1.248527 1.336302 -2.458199 0.037 -0.060 0.134
H 0.265699 0.003025 -2.802751 -0.294 0.239 0.103
H 2.068592 -0.604741 -1.312332 0.101 0.101 -0.058
H 0.781996 -1.890151 -1.145342 -0.003 -0.036 -0.079
```
Forces are in eV/Å.

Relative energy (zero: lowest compared OMol25 entry of this formula, charge and spin) ... 69.2 kcal/mol
Net charge ... +1
Spin multiplicity ... 1
LUMO energy ... -3.71 eV
Structure (SMILES) ... C[C@@H]1C=CNC=[NH+]C1
Orbital gap ... 0.35633 Eh
HOMO energy ... -0.4928 Ha

C6H11N2 | the ωB97M-V functional and the def2-TZVPD basis

```
19
Properties=species:S:1:pos:R:3:forces:R:3
C -2.201864 0.443496 -1.472134 -0.846 -1.047 -4.671
C 0.969428 -1.250931 0.003908 2.132 -0.844 -0.162
C 1.126977 0.135683 0.671474 0.834 2.042 -1.784
C -0.955287 0.272041 2.070832 0.947 0.644 0.985
C 0.866390 0.049779 -1.872762 3.406 0.049 -0.447
C 0.384360 0.712250 1.713318 -1.306 -1.546 2.034
N -2.325292 0.394752 -0.360700 -0.872 0.482 2.559
N 0.335491 -0.198925 -0.617116 -1.579 -2.331 2.584
H 1.886953 -1.755040 -0.481435 -1.192 1.217 0.755
H 0.480263 -1.934726 0.634340 -1.182 -0.669 0.654
H 1.931993 0.728928 0.292321 1.125 -0.068 0.610
H -1.444833 0.940356 2.814157 0.386 -1.019 -0.335
H -1.131617 -0.822878 2.155296 0.381 0.490 0.382
H -1.466359 0.342570 1.127019 -0.861 0.420 -1.012
H 1.993219 0.256010 -1.823656 -1.222 -0.503 -0.377
H 0.640067 -0.812632 -2.476199 0.216 -0.344 -0.375
H 0.422126 0.871518 -2.283000 -1.120 2.344 -1.260
H 0.765091 1.452066 2.449445 0.404 -0.129 -1.262
H -2.277105 0.175683 -2.545107 0.348 0.814 1.123
```
Forces are in eV/Å.

Relative energy (zero: lowest compared OMol25 entry of this formula, charge and spin) ... 142.0 kcal/mol
Net charge ... +1
Spin multiplicity ... 1
LUMO energy ... -6.00 eV
Orbital gap ... 0.29647 Eh
HOMO energy ... -0.5171 Ha